This record from the Open Molecules 2025 dataset describes a structure of composition C8H17B2NO5Tl at a distorted geometry. The level of theory is ωB97M-V with the def2-TZVPD basis set.

The geometry in ORCA input format:
```
! wB97M-V def2-TZVPD RIJCOSX def2/J DEFGRID3
* xyz 3 1
C -1.466 1.667 3.124
C -1.461 1.285 1.622
O -2.170 1.807 0.870
N -0.458 0.196 1.157
B 0.430 0.589 0.170
C 0.774 2.125 -0.079
B 0.143 2.668 -1.433
O -0.990 1.997 -1.963
O 0.635 3.700 -2.056
C 1.245 -0.517 -0.801
C 1.824 -1.736 0.001
C 1.119 -3.079 -0.405
O 3.185 -1.828 -0.171
C -1.285 -1.042 0.844
C -2.409 -1.064 -0.165
O -0.974 -1.979 1.465
H -0.534 1.396 3.591
H -1.570 2.733 3.154
H -2.305 1.184 3.596
H 0.513 2.721 0.788
H 1.852 2.177 -0.165
H -0.710 1.454 -2.700
H 0.457 3.687 -3.000
H 0.545 -0.791 -1.671
H 2.120 0.021 -1.240
H 1.601 -1.578 1.053
H 0.183 -2.909 -0.920
H 0.863 -3.671 0.451
H 1.750 -3.630 -1.091
H 3.480 -2.736 -0.072
H -2.296 -0.347 -0.961
H -3.320 -0.878 0.382
H -2.487 -2.052 -0.571
Tl 1.712 -1.571 -2.806
*
```

## Properties
Kohn-Sham gap	4.074	eV
max |F|	6.21	eV Å⁻¹

This record from the Open Molecules 2025 dataset describes a structure of composition C4H9N2O2S at a distorted geometry. The level of theory is ωB97M-V with the def2-TZVPD basis set.

The geometry in ORCA input format:
```
! wB97M-V def2-TZVPD RIJCOSX def2/J DEFGRID3
* xyz 1 1
C 2.082 0.124 0.912
C 1.427 -1.392 -0.654
C 0.261 0.172 -0.466
C -2.808 0.506 -0.154
N 1.074 0.801 0.452
N 2.424 -0.970 0.254
O -1.095 -0.104 1.809
O -1.429 -1.793 -0.030
S -1.362 -0.439 0.446
H 2.624 0.370 1.847
H 0.666 -2.281 -0.365
H 1.775 -1.338 -1.670
H 0.255 0.670 -1.363
H -3.759 -0.182 0.018
H -2.870 1.407 0.438
H -2.752 0.583 -1.328
H 0.928 1.659 0.892
H 3.020 -1.674 0.624
*
```

## Properties
Kohn-Sham gap	10.557	eV
max |F|	5.24	eV Å⁻¹

What is the formula in the second record?
C4H9N2O2S